# C5H11NO

The molecule C5H11NO (ωB97M-V/def2-TZVPD, the Open Molecules 2025 dataset).

Each atom is followed by the atoms it is bonded to, with distances in Å.
Geometry (Å):
1 C 0.166 1.814 -0.108  C2 1.528, H8 1.096, H9 1.096, H10 1.091
2 C -0.132 0.404 -0.618  C1 1.528, C3 1.523, N4 1.472, H11 1.095
3 C 1.025 -0.128 -1.453  C2 1.523, H12 1.094, H13 1.094, H14 1.096
4 N -0.527 -0.514 0.462  C2 1.472, C5 1.451, C6 1.358
5 C 0.371 -1.490 1.050  N4 1.451, H15 1.090, H16 1.099, H17 1.095
6 C -1.778 -0.375 0.971  N4 1.358, O7 1.217, H18 1.107
7 O -2.588 0.464 0.620  C6 1.217
8 H 1.039 1.827 0.554  C1 1.096
9 H 0.379 2.475 -0.955  C1 1.096
10 H -0.698 2.217 0.422  C1 1.091
11 H -1.015 0.477 -1.262  C2 1.095
12 H 0.848 -1.148 -1.808  C3 1.094
13 H 1.137 0.518 -2.328  C3 1.094
14 H 1.974 -0.112 -0.905  C3 1.096
15 H 1.021 -1.914 0.284  C5 1.090
16 H 1.005 -1.081 1.850  C5 1.099
17 H -0.227 -2.306 1.470  C5 1.095
18 H -2.001 -1.129 1.751  C6 1.107

ΔE to the lowest compared entry with this formula, charge and spin   12.0 kcal/mol
SMILES   CC(C)N(C)C=O
Gap between HOMO and LUMO   10.1 eV